Record 1
Here is one molecule with the formula C3H4INO at a distorted geometry from the OMol25 dataset. Energies are from ωB97M-V with the def2-TZVPD basis set.

Structure (XYZ):
```
10
Properties=species:S:1:pos:R:3:nbo_charge:R:1
I -1.1016 -2.4299 0.8748 0.007
O 1.1400 1.1476 0.6531 -0.565
N 0.8301 -0.5659 -0.8180 -0.570
C 1.4986 0.2928 -0.1754 0.435
C -0.5676 -0.6366 -0.4054 -0.220
C -0.9655 0.5988 0.3545 -0.010
H 2.5553 0.1462 -0.4226 0.184
H -1.3995 0.5692 1.3450 0.227
H -0.7025 1.5638 -0.1407 0.249
H -1.2873 -0.6859 -1.2653 0.264
```

Results
molar mass: 196.975 g mol⁻¹
net charge: 0
spin multiplicity: 1
calculated total energy: -544.28302 a.u.
orbital gap: 7.88 eV

---

Record 2
Here is a 3-piece molecular cluster, C3H4INO overall at a distorted geometry from the OMol25 dataset. Energies are from ωB97M-V with the def2-TZVPD basis set.

Structure (XYZ):
```
10
Properties=species:S:1:pos:R:3:nbo_charge:R:1
I -4.8293 0.4674 -0.0082 -0.141
O -2.8298 -3.7628 0.1017 -0.520
N -1.5339 -0.4048 0.3223 -0.367
C 0.9441 0.0846 -0.0905 -0.716
C -0.4229 -0.1548 0.1972 0.330
C -3.4252 -2.8653 -0.2471 0.519
H 1.0470 0.5754 -1.0217 0.257
H 1.3995 -0.7662 -0.2595 0.249
H -3.3315 0.6414 0.5920 0.130
H 1.3339 0.8143 0.6574 0.260
```

Results
molar mass: 196.975 g mol⁻¹
net charge: 0
spin multiplicity: 1
calculated total energy: -544.35811 a.u.
orbital gap: 9.72 eV

---

Record 3
Here is one molecule with the formula C3H4INO at a distorted geometry from the OMol25 dataset. Energies are from ωB97M-V with the def2-TZVPD basis set.

Structure (XYZ):
```
10
Properties=species:S:1:pos:R:3:nbo_charge:R:1
I -2.7615 0.2018 0.0377 0.218
O 2.0625 -1.0563 -0.5556 -0.577
N 0.2943 -1.0023 0.8033 -0.685
C -0.7884 0.6526 0.4614 -0.098
C 0.0966 0.5673 -0.7061 -0.585
C 1.0576 -0.5447 -0.1955 0.662
H -0.3751 0.1421 -1.5012 0.235
H 0.5739 1.5657 -1.0618 0.236
H -0.4903 1.2118 1.2424 0.194
H 0.3304 -1.7380 1.4754 0.401
```

Results
molar mass: 196.975 g mol⁻¹
net charge: 0
spin multiplicity: 1
calculated total energy: -544.30333 a.u.
orbital gap: 9.37 eV

---

Record 4
Here is a 2-piece molecular cluster, C3H4INO overall at a distorted geometry from the OMol25 dataset. Energies are from ωB97M-V with the def2-TZVPD basis set.

Structure (XYZ):
```
10
Properties=species:S:1:pos:R:3:nbo_charge:R:1
I -3.2489 -0.3977 -0.1567 -0.058
O 1.4092 0.0810 -1.0831 -0.424
N 0.4625 1.2252 0.5528 -0.464
C 0.8934 -0.8619 -0.2089 0.036
C 1.0284 1.2574 -0.5748 0.340
C 0.2063 -0.1603 0.7481 -0.126
H 1.0362 -1.9416 -0.5011 0.226
H -2.5313 -0.8388 1.0709 0.062
H -0.5871 -0.5310 1.3758 0.208
H 1.3313 2.1676 -1.2230 0.199
```

Results
molar mass: 196.975 g mol⁻¹
net charge: 0
spin multiplicity: 1
calculated total energy: -544.34871 a.u.
structure (SMILES): c1cocn1.I
orbital gap: 10.23 eV